1.
The following is a DFT calculation (ωB97M-V/def2-TZVPD) of an isolated ion of composition C18H16F3N4O6 and charge +1.

## Properties
- Total energy: -45312.5409 eV
- SMILES string: O=C(O)c1cc([N+](=O)[O-])cc([N+](=O)[O-])c1N1CC[NH+](c2cccc(C(F)(F)F)c2)CC1
- HOMO: -12.58 eV

The geometry in ORCA input format:
```
! wB97M-V def2-TZVPD RIJCOSX def2/J DEFGRID3
* xyz 1 1
O -0.23121 0.81815 -0.93784
C -0.99759 1.60995 -0.41027
O -1.34631 2.73208 -0.99208
C -1.57782 1.44867 0.94794
C -2.06999 2.59098 1.57220
C -2.45129 2.55465 2.90287
N -2.93815 3.77492 3.54465
O -3.24653 3.68872 4.70456
O -2.98662 4.76204 2.85549
C -2.37797 1.37841 3.63098
C -1.94055 0.22680 2.99897
N -2.06468 -1.01394 3.75000
O -1.91089 -0.95991 4.93995
O -2.35020 -2.00436 3.11094
C -1.51378 0.22275 1.65610
N -0.99448 -0.90382 1.04779
C -0.05943 -1.79246 1.69781
C 1.10010 -2.02064 0.70109
N 0.61207 -1.74552 -0.67147
C 1.58650 -2.05985 -1.70968
C 1.97602 -3.36687 -1.96436
C 2.90069 -3.61884 -2.96463
C 3.43488 -2.57881 -3.70887
C 3.03142 -1.27833 -3.44588
C 3.59135 -0.10617 -4.21699
F 4.24912 -0.46848 -5.31295
F 4.43462 0.60964 -3.45574
F 2.61380 0.73648 -4.59037
C 2.10795 -1.00930 -2.44424
C -0.71729 -2.36808 -0.86490
C -1.71935 -1.55842 -0.02668
H -0.92188 2.85865 -1.85809
H -2.12930 3.52807 1.03688
H -2.68904 1.35336 4.66764
H 0.33337 -1.33767 2.60713
H -0.53500 -2.74368 1.96715
H 1.46465 -3.04711 0.76182
H 1.93243 -1.34404 0.90225
H 0.40957 -0.71005 -0.71880
H 1.56601 -4.18944 -1.39962
H 3.20607 -4.63275 -3.16656
H 4.15297 -2.77488 -4.48959
H 1.79629 0.00695 -2.25340
H -0.97915 -2.33582 -1.92285
H -0.67909 -3.41016 -0.54503
H -2.22177 -0.80524 -0.63368
H -2.48208 -2.22783 0.39391
*
```

=====

2.
The following is a DFT calculation (ωB97M-V/def2-TZVPD) of C18H16IN5O7Pt as an isolated structure.

## Properties
- Total energy: -52046.2542 eV
- HOMO (spin up / spin down): -6.90 / -8.68 eV

The geometry in ORCA input format:
```
! wB97M-V def2-TZVPD RIJCOSX def2/J DEFGRID3
* xyz 0 3
C 3.80757 -3.71092 -1.53196
C 2.74583 -4.79643 -1.66413
H 4.14025 -3.36620 -2.51268
H 4.67851 -4.08256 -0.98242
H 3.41088 -2.84562 -0.98680
H 1.81331 -4.39582 -2.06740
H 3.09561 -5.59057 -2.33023
H 2.52923 -5.24088 -0.68926
C 0.87488 2.78396 -1.78409
C 0.69164 4.02301 -2.38430
C -0.59140 4.37693 -2.82756
C -1.65305 3.48244 -2.69137
H 1.83149 2.43014 -1.39595
H 1.55134 4.67916 -2.47962
H -0.74237 5.35191 -3.28737
H -2.66614 3.69989 -3.02798
N -0.14547 1.91377 -1.71851
C -1.40424 2.22362 -2.12234
C -2.36342 1.15502 -1.92615
N -1.83552 0.01712 -1.38611
C -2.63431 -1.03547 -1.12700
C -4.54936 0.12942 -2.01029
C -3.99141 -1.01160 -1.42564
H -2.17210 -1.89596 -0.67416
H -4.57590 -1.89225 -1.18398
C -3.72535 1.22206 -2.25590
H -4.10708 2.13652 -2.71426
H -5.61380 0.14308 -2.24451
Pt 0.21379 -0.01620 -1.06625
I 2.39648 -0.58657 -1.94708
O 2.02916 0.32160 6.37738
N 1.96006 -0.52928 5.46902
O 2.54754 -1.63034 5.52175
C 1.17623 -0.24244 4.29020
C 0.50635 0.98623 4.15506
C -0.18872 1.28161 2.98469
C -0.16410 0.36230 1.86846
O -0.56962 0.78975 0.72122
C 0.38666 -0.94860 2.12686
C 1.11310 -1.22570 3.28587
N 0.33953 -1.98740 1.16929
O 0.73196 -3.12545 1.47034
O -0.21127 -1.79665 0.00060
N -0.78831 2.59665 2.88296
O -0.67780 3.32650 3.90481
O -1.38330 2.97206 1.85990
H 0.53100 1.70727 4.96937
H 1.65162 -2.15911 3.38751
*
```

=====

3.
The following is a DFT calculation (ωB97M-V/def2-TZVPD) of one molecule with the formula C18H16N2O2.

## Properties
- Energy above the lowest of the compared OMol25 structures with the same formula, charge and spin: 6.692 eV
- Total energy: -25995.8166 eV
- SMILES string: O=NCCCc1nc(-c2ccccc2)c(-c2ccccc2)o1
- HOMO: -7.90 eV

The geometry in ORCA input format:
```
! wB97M-V def2-TZVPD RIJCOSX def2/J DEFGRID3
* xyz 0 1
O 3.92224 5.46498 -2.12302
N 2.78450 4.93043 -2.25904
C 2.54714 3.84249 -3.21102
C 1.88887 2.55147 -2.60884
C 0.96530 2.87682 -1.47857
C 0.12875 1.70192 -0.88541
N 0.03925 0.56640 -1.48448
C -0.57766 -0.25601 -0.55945
C -0.81781 -1.73132 -0.72476
C -0.11866 -2.34555 -1.82897
C -0.15630 -3.77855 -1.89386
C -0.92411 -4.55932 -0.97388
C -1.66090 -3.85072 0.09070
C -1.72553 -2.47336 0.04199
C -0.69011 0.46091 0.62355
C -1.03100 -0.02155 2.00440
C -0.20134 -1.04630 2.53855
C -0.27623 -1.54335 3.87629
C -1.20656 -0.88189 4.64262
C -2.08173 0.18059 4.18244
C -1.89343 0.55638 2.90349
O -0.53088 1.80421 0.34443
H 3.41891 3.49716 -3.69383
H 2.05372 4.31765 -4.10697
H 1.34753 2.05211 -3.40877
H 2.66163 1.93740 -2.30961
H 1.43668 3.23626 -0.58420
H 0.32193 3.57235 -2.00974
H 0.53148 -1.81304 -2.47613
H 0.55602 -4.21492 -2.60190
H -0.76922 -5.63827 -1.01765
H -2.13466 -4.48727 0.83375
H -2.45066 -2.07848 0.71947
H 0.67114 -1.47868 1.96798
H 0.50349 -2.26518 4.26274
H -1.31325 -1.11773 5.68816
H -2.77420 0.59381 4.86520
H -2.44433 1.43813 2.65436
*
```

=====

4.
The following is a DFT calculation (ωB97M-V/def2-TZVPD) of one molecule with the formula C18H16N2O2S.

## Properties
- Energy above the lowest of the compared OMol25 structures with the same formula, charge and spin: 0.285 eV
- Total energy: -36837.0096 eV
- SMILES string: O=C1OCC[C@H]1Sc1nc2ccccc2n1Cc1ccccc1
- HOMO: -8.13 eV

The geometry in ORCA input format:
```
! wB97M-V def2-TZVPD RIJCOSX def2/J DEFGRID3
* xyz 0 1
O 0.37596 -1.65365 1.50694
C -0.39216 -2.33749 0.89893
O -1.52545 -2.81616 1.40254
C -2.23541 -3.61362 0.46342
C -1.60928 -3.34077 -0.90983
C -0.21868 -2.84686 -0.53758
S 0.47046 -1.53971 -1.58945
C -0.51454 -0.22402 -1.00877
N -1.69622 -0.38120 -0.48132
C -2.09533 0.88246 -0.12604
C -3.26456 1.31243 0.48748
C -3.39787 2.66409 0.72782
C -2.40180 3.57426 0.37167
C -1.23310 3.16676 -0.24102
C -1.08970 1.81124 -0.48540
N -0.08908 1.06744 -1.06728
C 1.22397 1.49808 -1.47358
C 2.27160 1.02452 -0.49244
C 2.07560 1.20575 0.87037
C 3.01179 0.74389 1.77645
C 4.15463 0.10450 1.32816
C 4.35716 -0.07388 -0.02927
C 3.41643 0.37977 -0.93668
H -3.28687 -3.32872 0.51664
H -2.12856 -4.66338 0.76086
H -1.59384 -4.22741 -1.53935
H -2.15310 -2.54166 -1.41245
H 0.53409 -3.63976 -0.54253
H -4.03014 0.60593 0.76458
H -4.29354 3.03232 1.20572
H -2.54828 4.62307 0.58285
H -0.46536 3.87778 -0.50883
H 1.21370 2.59088 -1.52709
H 1.43761 1.10103 -2.47178
H 1.18091 1.69687 1.22558
H 2.84389 0.87820 2.83399
H 4.88376 -0.26034 2.03639
H 5.24449 -0.57747 -0.38413
H 3.56686 0.22483 -1.99560
*
```

=====

5.
The following is a DFT calculation (ωB97M-V/def2-TZVPD) of a 2-piece molecular cluster, C18H16N2S overall.

## Properties
- Energy above the lowest of the compared OMol25 structures with the same formula, charge and spin: 0.318 eV
- Total energy: -32739.5794 eV
- HOMO: -6.21 eV

The geometry in ORCA input format:
```
! wB97M-V def2-TZVPD RIJCOSX def2/J DEFGRID3
* xyz 0 1
C -0.28017 -3.94438 0.58382
C -0.23849 -2.87677 -0.43264
N -0.50168 -3.07345 -1.75152
C -0.42304 -1.85855 -2.43462
C -0.08697 -0.86142 -1.50439
C -0.05009 0.47748 -1.90435
C -0.29414 0.79346 -3.21864
C -0.59759 -0.20837 -4.14416
C -0.67492 -1.52862 -3.76589
C 0.06163 -1.51158 -0.21816
C 0.28291 -0.89094 1.02889
C 0.68885 0.47123 1.24380
C 1.69347 1.11389 0.48485
C 1.99190 2.44061 0.69131
C 1.31518 3.18420 1.65704
C 1.57879 4.64396 1.80777
C 0.35569 2.55039 2.44290
C 0.05800 1.22468 2.25276
H -0.03610 -3.56206 1.57411
H -1.27283 -4.39141 0.62930
H 0.43611 -4.72806 0.33957
H -0.81200 -3.94584 -2.17645
H 0.14758 1.24803 -1.18318
H -0.26340 1.82600 -3.53084
H -0.79156 0.06634 -5.16720
H -0.94050 -2.30168 -4.46252
H -0.00976 -1.44857 1.90455
H 2.23267 0.54497 -0.25249
H 2.76296 2.92181 0.11115
H 1.00346 5.07020 2.63078
H 2.63327 4.84170 2.00171
H 1.30009 5.18515 0.90259
H -0.17668 3.11746 3.18879
H -0.70748 0.74348 2.83561
N -3.18637 -0.59946 2.08002
C -3.43327 -1.66309 2.55358
S -3.76547 -3.07079 3.20217
*
```

=====

6.
The following is a DFT calculation (ωB97M-V/def2-TZVPD) of C18H16N4O5Re as an isolated structure.

## Properties
- Total energy: -37252.2290 eV
- HOMO (spin up / spin down): -7.25 / -8.48 eV

The geometry in ORCA input format:
```
! wB97M-V def2-TZVPD RIJCOSX def2/J DEFGRID3
* xyz 0 4
Re -0.26419 -0.95633 -0.93267
O 1.89459 -0.79349 -0.92251
C 2.51394 -1.39507 0.03613
C 3.80060 -1.88448 -0.17738
C 4.53255 -2.56251 0.77929
C 3.98233 -2.77362 2.05723
C 2.72319 -2.24824 2.38323
C 1.95510 -1.60310 1.40032
C 0.67698 -1.14771 1.73687
N 0.00201 -0.38348 0.84420
N -0.31391 0.91624 1.18271
C -0.31587 1.68458 0.11100
O -0.11171 1.22543 -1.07425
C -0.55679 3.09058 0.32211
C -1.05134 3.49143 1.58356
C -1.19041 4.83511 1.84155
C -0.82131 5.77561 0.84421
C -0.50424 5.35309 -0.44239
C -0.44697 4.00212 -0.73654
H 4.16994 -1.60798 -1.20421
H 5.51822 -2.91116 0.48558
H 4.47259 -3.27867 2.85834
H 2.27209 -2.40172 3.35550
H 0.34340 -1.26773 2.77595
H -1.15445 2.69490 2.34545
H -1.37201 5.15686 2.88774
H -0.63309 6.82620 1.12218
H -0.35059 6.04772 -1.22147
H -0.11411 3.66479 -1.70443
N -0.70362 -2.87888 -0.24581
C -2.12514 -2.92514 0.05444
C -2.92411 -1.94792 -0.78050
O -4.09640 -2.10756 -1.11395
N -2.20895 -0.87082 -1.29526
C -2.55429 -0.43167 -2.67564
C -1.40467 -0.86234 -3.60008
O -1.54403 -1.01070 -4.79118
O -0.22860 -1.03067 -2.91009
H -0.59656 -3.50562 -1.04281
H -0.11579 -3.30078 0.48962
H -2.31433 -2.54498 1.10302
H -2.60943 -3.91503 -0.05456
H -2.68223 0.68033 -2.74791
H -3.54841 -0.89759 -2.92661
*
```

=====

The highest total energy belongs to which entry?
C18H16N2O2

=====

The lowest total energy belongs to which entry?
C18H16IN5O7Pt

=====

Which of these has the highest total energy?
C18H16N2O2